# 1
{"formula": "C12H36O6", "method": "the ωB97M-V functional and the def2-TZVPD basis", "homo_energy_ev": -8.516, "homo_lumo_gap_ev": 8.46, "relative_energy_kcal_mol": 248.02, "symbols": ["C", "C", "O", "H", "H", "H", "H", "H", "H", "C", "C", "O", "H", "H", "H", "H", "H", "H", "C", "C", "O", "H", "H", "H", "H", "H", "H", "C", "C", "O", "H", "H", "H", "H", "H", "H", "C", "C", "O", "H", "H", "H", "H", "H", "H", "C", "C", "O", "H", "H", "H", "H", "H", "H"], "positions_angstrom": [[-0.420725, -3.925628, -0.754944], [-1.020135, -2.727638, -1.426104], [-2.084375, -2.284468, -0.604524], [0.201405, -4.280898, -1.576434], [-1.138565, -4.727478, -0.582204], [0.172825, -3.598578, 0.098766], [-1.535355, -3.119718, -2.302994], [-0.273765, -1.984888, -1.707784], [-2.886195, -2.112118, -1.103494], [0.091435, 1.915162, 3.445816], [0.753625, 0.585642, 3.213246], [-0.071805, -0.510468, 3.001306], [-0.598105, 1.938302, 4.289666], [-0.472565, 2.193962, 2.555716], [0.770835, 2.753732, 3.598496], [1.426325, 0.263872, 4.008246], [1.226575, 0.849612, 2.267336], [-0.502205, -0.406008, 2.149576], [-2.821895, 0.238662, 2.696516], [-3.561075, 1.298792, 1.898246], [-2.711225, 1.621782, 0.930106], [-1.822455, 0.607112, 2.927726], [-2.823185, -0.610558, 2.013196], [-3.464365, 0.039822, 3.554306], [-3.727195, 2.203282, 2.483406], [-4.547745, 1.041902, 1.512776], [-2.968935, 2.497552, 0.633116], [0.524095, -0.508848, -0.054924], [-0.811685, 0.127332, 0.075376], [-1.149225, 0.351332, 1.381996], [1.249705, 0.304072, -0.027254], [0.834145, -0.916568, -1.017074], [0.845555, -1.128428, 0.782256], [-1.468355, -0.666738, -0.280064], [-1.036235, 0.979202, -0.566494], [-1.949145, 0.881542, 1.357446], [3.139075, -0.079188, -2.376074], [3.520195, 0.036232, -0.885774], [4.347045, -1.056138, -0.533814], [2.899495, 0.898752, -2.793614], [2.340495, -0.819848, -2.333724], [3.991305, -0.379958, -2.985454], [2.667475, 0.009202, -0.207374], [3.990695, 1.005432, -0.720324], [3.771445, -1.823708, -0.500424], [0.487135, 0.592462, -2.600184], [1.070665, 1.804052, -3.260564], [1.530385, 2.703392, -2.338014], [-0.520965, 0.776432, -2.228724], [1.085735, 0.274502, -1.746554], [0.553575, -0.228098, -3.314594], [0.277945, 2.298332, -3.822154], [1.785765, 1.452792, -4.004434], [0.832535, 3.351722, -2.218564]], "forces_ev_per_a": [[0.9, 0.3, -1.1], [-1.9, -1.5, -0.6], [-0.7, 0.1, 0.7], [0.8, -0.5, 0.4], [0.0, 0.4, 0.4], [-0.1, -0.5, 0.1], [0.5, 0.2, -0.7], [-0.6, -0.1, 0.1], [0.2, 0.0, -0.2], [-1.1, 1.0, 0.8], [0.4, 0.0, -0.6], [2.0, -2.1, 4.0], [-0.1, -0.1, 0.2], [-0.1, 0.0, 0.1], [0.5, -0.3, 0.1], [0.4, 0.6, -0.1], [1.2, -0.6, -0.1], [-0.2, -0.2, 0.2], [-3.7, -0.2, 1.7], [-3.0, 0.0, 3.8], [-3.1, 5.7, -5.5], [-1.4, -0.6, 1.5], [0.2, -0.5, 0.9], [0.2, -0.2, 0.3], [-0.2, 0.0, 0.6], [-0.1, -0.6, 0.0], [0.6, 0.2, -0.5], [2.5, 1.4, 0.8], [-1.4, -1.9, -2.0], [4.2, -0.6, -4.2], [-0.4, 0.2, 0.7], [-0.8, -0.9, 1.1], [-0.6, -0.4, 0.0], [-0.3, 0.8, -0.1], [0.7, 0.3, 0.3], [2.7, -0.5, -0.6], [0.9, 0.2, 1.0], [0.2, 0.3, -0.6], [0.6, 0.0, 0.3], [-0.2, -0.6, 0.4], [0.4, 0.0, -1.2], [0.1, -0.5, 0.4], [0.6, 0.2, -0.6], [0.6, -0.3, 0.2], [0.1, -0.2, 0.1], [-0.2, -0.1, -0.2], [-2.1, -0.8, -1.6], [1.1, 1.4, 1.1], [0.0, -0.2, -0.5], [-0.5, 1.4, -1.4], [-0.6, -0.2, 0.0], [-0.1, -0.1, -0.5], [0.4, 0.7, 0.1], [0.3, 0.1, 0.2]]}

***

# 2
{"formula": "C12H37Br3HfO17P4", "method": "the ωB97M-V functional and the def2-TZVPD basis", "homo_energy_ev": -7.991, "homo_lumo_gap_ev": 8.44, "symbols": ["Hf", "Br", "Br", "Br", "O", "H", "C", "O", "P", "O", "O", "C", "O", "C", "H", "H", "H", "H", "H", "H", "H", "H", "H", "C", "O", "P", "O", "O", "C", "O", "C", "H", "H", "H", "H", "H", "H", "H", "H", "H", "C", "O", "P", "O", "O", "C", "O", "C", "H", "H", "H", "H", "H", "H", "H", "H", "H", "C", "O", "P", "O", "O", "C", "O", "C", "H", "H", "H", "H", "H", "H", "H", "H", "H"], "positions_angstrom": [[-11.086454, -0.534842, -4.322207], [-12.719617, -2.462871, -2.897303], [-10.350792, 0.495128, -6.902953], [-8.717504, -1.979233, -3.609526], [-12.254459, 1.222244, -4.095628], [-12.917054, 1.911602, -4.013054], [-11.950702, -1.223618, 0.635813], [-11.820598, 0.135831, 0.182634], [-10.705125, 0.563311, -0.811719], [-10.856958, 0.016432, -2.140534], [-10.734258, 2.126497, -0.744022], [-11.996370, 2.814967, -0.800974], [-9.332191, 0.184023, -0.186222], [-9.021818, 0.574218, 1.143950], [-12.930540, -1.611870, 0.380018], [-11.830074, -1.219647, 1.719141], [-11.182537, -1.859244, 0.195553], [-12.831961, 2.135935, -0.967556], [-11.943818, 3.524056, -1.621729], [-12.177548, 3.315547, 0.148755], [-7.954328, 0.397577, 1.261317], [-9.539298, -0.036295, 1.886483], [-9.245926, 1.624246, 1.328475], [-8.307274, -4.117024, -6.419427], [-9.683523, -4.534982, -6.267684], [-10.827842, -3.536254, -6.612969], [-10.945469, -2.400516, -5.718878], [-12.080062, -4.466227, -6.687518], [-12.481599, -5.119636, -5.452235], [-10.592053, -3.132764, -8.091530], [-11.656688, -2.668461, -8.918562], [-7.891320, -3.994111, -5.423790], [-8.210034, -3.168260, -6.946349], [-7.797056, -4.893880, -6.981743], [-13.485091, -4.775966, -5.212911], [-11.842998, -4.842776, -4.616866], [-12.496938, -6.190860, -5.627703], [-12.018419, -3.497201, -9.533731], [-11.270311, -1.891165, -9.567680], [-12.504001, -2.327467, -8.323598], [-6.731871, 1.040965, -5.441870], [-7.065556, 2.009037, -4.430483], [-8.562869, 2.308211, -4.174900], [-9.411923, 1.145191, -4.052679], [-8.597956, 3.173367, -2.882197], [-7.606205, 4.192342, -2.663830], [-8.923027, 3.294879, -5.353635], [-10.236562, 3.829567, -5.385073], [-7.444865, 0.218544, -5.468724], [-5.745470, 0.662816, -5.184809], [-6.688557, 1.531314, -6.413978], [-7.920688, 5.101855, -3.176528], [-6.649223, 3.890964, -3.087369], [-7.504297, 4.330620, -1.594544], [-10.966315, 3.162126, -4.911866], [-10.578349, 3.900954, -6.418491], [-10.270211, 4.821300, -4.932397], [-15.635974, -2.617354, -5.304370], [-15.436648, -1.549257, -6.262020], [-14.394858, -0.459818, -5.880405], [-13.057145, -0.938404, -5.569091], [-15.013319, 0.364771, -4.697640], [-16.398032, 0.751019, -4.729735], [-14.494564, 0.407240, -7.180425], [-13.821975, 1.677432, -7.204754], [-15.482527, -3.571940, -5.810011], [-16.672594, -2.591751, -4.974750], [-14.942672, -2.597738, -4.461937], [-16.894083, 0.454214, -5.647245], [-16.436950, 1.832902, -4.586017], [-16.873984, 0.345325, -3.836734], [-13.390967, 1.932462, -6.233387], [-14.527804, 2.434842, -7.533006], [-12.953931, 1.616233, -7.860036]], "forces_ev_per_a": [[-1.0, 1.4, -0.2], [0.5, 0.5, -0.1], [-0.2, -0.4, 0.5], [-0.7, 0.6, -0.1], [1.1, -1.2, -0.2], [0.1, -0.6, 0.0], [0.2, -0.3, 0.2], [-0.6, -0.1, 0.7], [0.2, 0.5, 0.1], [0.0, -1.1, -1.5], [-0.4, 0.2, 0.4], [-0.2, 0.0, -0.1], [0.3, -0.2, 0.0], [0.5, 0.0, 0.5], [0.0, 0.1, -0.2], [0.0, 0.0, 0.0], [-0.1, 0.0, -0.1], [0.1, -0.1, -0.1], [0.0, 0.1, 0.0], [0.2, 0.1, 0.0], [0.0, 0.1, 0.0], [-0.2, 0.0, -0.2], [0.0, 0.0, -0.1], [0.2, 0.0, 0.3], [0.5, 0.1, -0.2], [0.1, -0.7, -0.5], [-0.2, 1.6, 1.5], [-0.4, -0.4, 0.5], [-0.5, 0.2, -0.1], [0.3, -0.1, -0.6], [-0.5, -0.2, -0.3], [0.1, -0.1, 0.0], [-0.2, 0.0, 0.0], [0.0, -0.1, 0.0], [0.0, 0.0, 0.0], [0.1, -0.1, 0.0], [0.2, 0.0, 0.0], [0.2, 0.0, 0.1], [0.0, 0.2, 0.2], [0.1, 0.3, 0.0], [0.5, -0.2, -0.3], [0.5, -0.1, 0.0], [0.0, 0.7, -0.7], [-1.3, -1.5, 0.2], [0.3, 0.3, 0.9], [0.0, 0.0, -0.5], [0.3, 0.0, 0.0], [-1.1, 0.0, -0.3], [-0.1, 0.1, 0.1], [0.0, 0.0, 0.0], [-0.1, 0.0, 0.0], [0.0, 0.1, 0.2], [0.0, -0.1, 0.1], [-0.1, 0.1, 0.1], [0.3, 0.0, 0.2], [0.4, 0.0, -0.1], [0.2, 0.0, 0.1], [-0.2, -0.7, -0.2], [-0.3, -0.9, 0.2], [-0.2, 0.7, -0.5], [1.2, -0.3, 0.5], [-0.3, 0.1, 0.3], [0.3, 0.5, 0.7], [-0.2, 0.3, -0.1], [0.7, 0.2, 0.1], [0.0, 0.2, -0.2], [0.0, 0.2, 0.1], [0.0, 0.4, 0.0], [-0.1, -0.1, 0.0], [0.0, 0.0, -0.4], [-0.1, -0.4, -0.2], [-0.3, -0.1, 0.1], [-0.1, 0.0, 0.0], [-0.2, -0.1, -0.2]]}